[1]
ORCA calculation (ωB97M-V/def2-TZVPD) on a cluster of 3 separate species, C25H28O8 in total at a distorted geometry.

Properties
HOMO-LUMO gap = 7.558 eV
structure (SMILES) = Cc1ccccc1CC1=CC(=O)C(CCOC=O)=CC1=O.O=C1CCCO1.O=C1CCCO1

Structure (XYZ):
```
61
C25H28O8 | the OMol25 dataset | ωB97M-V/def2-TZVPD
C 5.217 -1.919 4.285
C 5.096 -0.530 3.457
C 5.838 0.686 4.080
C 5.748 2.037 3.324
C 4.978 2.144 1.991
C 4.251 0.915 1.399
C 4.286 -0.458 2.111
C 3.553 -1.702 1.439
C 1.972 -1.742 1.653
C 1.404 -2.362 2.804
C -0.202 -2.397 2.914
O -0.779 -3.370 3.482
C -1.068 -1.213 2.256
C -2.459 -0.763 2.912
C -2.195 0.688 3.618
O -2.817 1.792 2.886
C -1.862 2.443 2.054
O -1.025 3.287 2.475
C -0.496 -0.601 1.092
C 0.925 -1.136 0.585
O 1.252 -1.129 -0.641
H 4.218 -2.489 4.278
H 6.012 -2.573 3.762
H 5.580 -1.757 5.353
H 6.393 0.568 5.081
H 6.259 2.967 3.773
H 4.923 3.144 1.439
H 3.680 0.960 0.400
H 3.976 -2.665 1.905
H 3.725 -1.660 0.297
H 2.025 -2.833 3.634
H -3.317 -0.701 2.157
H -2.737 -1.470 3.763
H -2.510 0.685 4.714
H -1.064 0.867 3.587
H -1.872 2.246 0.928
H -1.044 0.237 0.554
O -4.026 -1.297 -0.521
C -3.199 -1.547 -1.364
O -1.891 -1.802 -1.092
C -1.171 -1.948 -2.324
C -2.215 -2.309 -3.354
C -3.440 -1.578 -2.849
H -0.673 -1.001 -2.552
H -0.415 -2.727 -2.218
H -1.930 -2.035 -4.370
H -2.398 -3.389 -3.333
H -3.485 -0.553 -3.224
H -4.357 -2.117 -3.087
O -2.299 0.169 -5.479
C -2.763 1.281 -5.471
O -4.081 1.554 -5.277
C -4.304 2.960 -5.437
C -2.959 3.605 -5.201
C -1.998 2.554 -5.715
H -4.681 3.140 -6.448
H -5.052 3.297 -4.717
H -2.854 4.574 -5.693
H -2.802 3.754 -4.128
H -1.813 2.659 -6.786
H -1.060 2.561 -5.160
```



[2]
ORCA calculation (ωB97M-V/def2-TZVPD) on a structure of composition C25H29BrIrN8O at a distorted geometry.

Properties
spin multiplicity = 5
HOMO-LUMO gap (spin up / spin down) = 7.624 / 3.680 eV
expectation value of S² = 6.0236
charge = +3

Structure (XYZ):
```
65
C25H29BrIrN8O | the OMol25 dataset | ωB97M-V/def2-TZVPD
Ir -0.266 -0.339 -0.105
N -0.481 0.281 4.274
C -0.786 0.198 3.000
N -0.119 -0.520 2.122
C 1.003 -1.249 2.555
N 1.704 -1.965 1.738
N 1.111 -1.956 0.497
C 1.398 -2.884 -0.307
C 0.516 -3.039 -1.477
C 0.645 -4.102 -2.343
C -0.351 -4.328 -3.285
C -1.449 -3.485 -3.314
C -1.486 -2.420 -2.434
N -0.520 -2.183 -1.541
C 1.384 -1.185 3.958
C 2.468 -1.904 4.472
C 2.750 -1.844 5.816
C 1.958 -1.069 6.669
C 0.890 -0.348 6.179
C 0.614 -0.418 4.823
H -1.053 0.851 4.879
H -1.646 0.765 2.673
H 2.156 -3.621 -0.061
H 1.502 -4.761 -2.260
H -0.278 -5.166 -3.967
H -2.275 -3.657 -3.995
H -2.334 -1.741 -2.428
H 3.070 -2.502 3.800
H 3.582 -2.407 6.220
H 2.179 -1.038 7.730
H 0.276 0.260 6.837
C 4.279 1.644 2.323
C 3.066 2.095 1.547
C 2.722 3.436 1.411
C 1.616 3.797 0.663
C 0.852 2.804 0.089
Br -0.658 3.380 -0.891
N 1.130 1.505 0.212
C 2.246 1.185 0.916
H 5.196 1.844 1.762
H 4.246 0.575 2.537
H 4.356 2.185 3.267
H 3.332 4.206 1.876
H 1.348 4.834 0.520
H 2.511 0.136 0.930
C -4.554 1.533 -3.257
N -3.380 1.200 -2.418
C -3.668 1.259 -0.976
C -2.100 0.880 -2.788
O -1.234 0.517 -2.013
N -1.666 1.017 -4.148
C -0.312 0.540 -4.430
C -2.309 1.664 -5.296
H -5.438 1.401 -2.644
H -4.644 0.884 -4.119
H -4.530 2.581 -3.572
H -4.640 0.810 -0.798
H -3.695 2.307 -0.668
H -2.917 0.750 -0.410
H 0.029 -0.141 -3.667
H 0.351 1.417 -4.465
H -0.319 0.080 -5.420
H -2.781 2.601 -5.022
H -3.054 0.993 -5.740
H -1.543 1.854 -6.039
```



Listing relative energy (zero: lowest compared OMol25 entry of this formula, charge and spin) for the structures above in their given order: 8.513, 0.227 eV.
Listing E_tot for the structures above in their given order: -42751.522, -113217.250 eV.